Entry 1:
Formula: C2H9N2O2P
Source: the Open Molecules 2025 dataset
Level of theory: ωB97M-V/def2-TZVPD

Spin multiplicity: 1
Energy above the lowest of the compared OMol25 structures with the same formula, charge and spin (kcal per mole): 55.2
SMILES: CCN(N)P(O)O

The geometry in XYZ format:
```
16
C2H9N2O2P, DFT ωB97M-V/def2-TZVPD
C 1.14 0.59 -0.87
C 0.30 0.57 0.46
N -0.34 -1.72 0.99
N -0.67 -0.51 0.29
O -2.23 1.56 0.21
O -2.77 -0.33 -1.24
P -2.40 -0.01 0.40
H 0.42 0.51 -1.80
H 1.52 1.61 -1.01
H 2.09 -0.04 -0.88
H 0.92 0.27 1.29
H -0.07 1.52 0.60
H 0.63 -1.61 1.32
H -0.21 -2.40 0.22
H -2.09 1.53 -0.70
H -2.54 -1.18 -1.49
```


Entry 2:
Formula: C6H7IN5O2
Source: the Open Molecules 2025 dataset
Level of theory: ωB97M-V/def2-TZVPD

Spin multiplicity: 1
SMILES: CCc1nn[n+](CC(=O)I)n1N=C=O
Net charge: +1

The geometry in XYZ format:
```
21
C6H7IN5O2, DFT ωB97M-V/def2-TZVPD
C -0.89 2.77 -0.16
C 0.18 2.20 -1.26
C 0.01 0.65 -1.29
N -0.48 -0.22 -2.30
N -0.40 -1.46 -1.73
N 0.07 -1.35 -0.52
C 0.18 -2.61 0.27
C -0.64 -2.38 1.64
O -0.10 -2.46 2.72
I -2.75 -1.86 1.35
N 0.38 -0.10 -0.13
N 0.86 0.36 1.07
C 2.05 -0.10 1.32
O 2.90 -0.82 1.67
H -0.32 3.01 0.78
H -1.63 1.92 0.06
H -1.51 3.62 -0.56
H 1.22 2.47 -0.89
H -0.03 2.69 -2.26
H 1.27 -2.88 0.48
H -0.37 -3.46 -0.26
```


Entry 3:
Formula: C38H48AsBrN6NdO5S
Source: the Open Molecules 2025 dataset
Level of theory: ωB97M-V/def2-TZVPD

Expectation value of S²: 3.7547
Spin multiplicity: 4
Energy above the lowest of the compared OMol25 structures with the same formula, charge and spin (kcal per mole): 39.8
Net charge: +1

The geometry in XYZ format:
```
101
C38H48AsBrN6NdO5S, DFT ωB97M-V/def2-TZVPD
Nd -0.33 0.02 1.19
C -3.45 2.56 4.19
N -2.01 2.89 4.29
C -1.53 3.87 5.29
C -1.23 2.18 3.52
O -1.64 1.22 2.76
C 0.25 2.44 3.64
O 0.90 1.84 2.48
C 1.86 2.58 1.69
C 1.15 2.86 0.36
O 0.62 1.81 -0.19
N 1.01 4.08 -0.15
C 1.64 5.27 0.49
C 0.13 4.28 -1.32
H -3.62 1.49 4.49
H -4.06 3.19 4.86
H -3.81 2.72 3.17
H -2.40 4.18 5.92
H -0.78 3.40 5.99
H -1.06 4.75 4.81
H 0.40 3.54 3.60
H 0.64 2.06 4.63
H 2.17 3.50 2.22
H 2.66 1.89 1.47
H 1.40 5.32 1.57
H 2.78 5.24 0.30
H 1.23 6.12 -0.08
H 0.37 3.48 -2.04
H -0.93 4.21 -1.04
H 0.39 5.23 -1.85
S 1.46 -2.21 -0.05
C 3.13 -2.69 -0.32
C 3.70 -3.83 0.35
C 4.92 -4.36 -0.03
C 5.62 -3.77 -1.09
C 5.16 -2.59 -1.69
C 3.93 -2.07 -1.32
As 3.22 -0.45 -2.11
C 2.42 -1.29 -3.70
C 1.89 -0.48 -4.71
C 1.29 -1.04 -5.85
C 1.15 -2.43 -6.01
C 1.64 -3.23 -4.99
C 2.27 -2.68 -3.87
C 4.78 0.45 -2.95
C 5.67 1.13 -2.12
C 6.42 2.17 -2.63
C 6.32 2.56 -3.97
C 5.56 1.78 -4.84
C 4.84 0.72 -4.33
H 3.15 -4.25 1.22
H 5.37 -5.22 0.53
H 6.57 -4.28 -1.41
H 5.78 -1.98 -2.33
H 1.94 0.61 -4.63
H 0.93 -0.33 -6.58
H 0.61 -2.82 -6.85
H 1.44 -4.27 -5.03
H 2.60 -3.37 -3.05
H 5.75 0.91 -1.04
H 6.99 2.83 -2.00
H 6.83 3.46 -4.27
H 5.54 1.99 -5.89
H 4.32 0.10 -5.04
N -2.04 0.29 -0.96
C -3.23 -0.61 -0.90
C -3.79 -1.02 -2.28
C -5.04 -1.94 -2.22
C -6.35 -1.40 -1.70
N -6.49 -1.19 -0.24
C -6.83 -2.11 0.67
N -6.74 -3.43 0.51
N -7.27 -1.65 1.87
C -2.87 -1.77 0.07
O -3.49 -2.82 -0.06
O -1.93 -1.56 0.97
H -2.36 1.21 -1.36
H -1.36 -0.01 -1.64
H -4.02 -0.09 -0.37
H -3.03 -1.57 -2.83
H -3.95 -0.10 -2.80
H -4.66 -2.84 -1.75
H -5.22 -2.25 -3.26
H -7.14 -2.18 -1.94
H -6.59 -0.45 -2.19
H -6.80 -0.20 0.02
H -6.22 -3.78 -0.28
H -6.77 -3.97 1.35
H -7.34 -0.67 1.99
H -7.53 -2.28 2.66
Br -0.16 -1.51 7.72
C 0.16 -1.75 5.88
C -0.80 -2.45 5.07
C -0.68 -2.30 3.70
C 0.36 -1.48 3.20
C 1.45 -1.11 3.98
C 1.36 -1.19 5.37
H -1.63 -2.98 5.55
H -1.44 -2.58 2.98
H 2.37 -0.83 3.48
H 2.11 -0.77 6.07
```


Entry 4:
Formula: C23H23N2O7S2W
Source: the Open Molecules 2025 dataset
Level of theory: ωB97M-V/def2-TZVPD

Spin multiplicity: 1
Net charge: +3

The geometry in XYZ format:
```
58
C23H23N2O7S2W, DFT ωB97M-V/def2-TZVPD
W 0.25 0.47 1.44
N 0.66 1.41 3.50
C -0.56 1.59 4.32
C -1.78 1.50 3.43
O -2.89 1.78 3.62
O -1.38 0.92 2.17
H 1.35 0.87 4.03
H 1.11 2.31 3.33
H -0.57 2.55 4.84
H -0.64 0.80 5.06
C 4.58 0.47 -4.89
C 4.02 0.82 -3.55
C 3.27 -0.13 -2.83
C 2.78 0.15 -1.58
C 3.04 1.42 -1.03
C 3.78 2.39 -1.73
C 4.25 2.07 -2.99
S 2.53 1.84 0.53
O 0.93 2.07 0.59
O 3.20 2.96 1.06
N 2.31 0.56 1.47
C 3.14 -0.56 1.87
C 2.17 -1.52 2.53
O 2.31 -2.39 3.29
O 0.79 -1.15 2.10
H 3.87 -0.11 -5.48
H 5.47 -0.15 -4.76
H 4.86 1.35 -5.45
H 3.10 -1.11 -3.26
H 2.21 -0.59 -1.04
H 3.98 3.35 -1.29
H 4.82 2.81 -3.54
H 3.90 -0.29 2.62
H 3.64 -1.06 1.04
O -0.47 -0.21 -0.09
S -1.70 -0.70 -1.18
C -2.06 -2.29 -0.66
C -2.47 -2.59 0.65
C -2.74 -3.90 0.97
C -2.64 -4.89 -0.02
C -2.24 -4.59 -1.31
C -1.92 -3.28 -1.64
C -3.00 0.36 -0.70
C -4.22 -0.12 -0.24
C -5.24 0.79 -0.01
C -5.03 2.14 -0.23
C -3.81 2.61 -0.72
C -2.79 1.72 -0.98
H -2.57 -1.80 1.39
H -3.06 -4.17 1.97
H -2.87 -5.92 0.24
H -2.16 -5.37 -2.06
H -1.59 -3.02 -2.64
H -4.40 -1.18 -0.10
H -6.20 0.44 0.33
H -5.83 2.84 -0.06
H -3.67 3.66 -0.92
H -1.85 2.06 -1.40
```


no.,largest force on an atom (Eh/bohr),E_tot (hartree)
1,0.0920,-682.914086
2,0.0971,-954.359813
3,0.0681,-7950.724635
4,0.0124,-2388.937345